The following is a quantum chemistry calculation of one molecule with the formula C18H26N4O6S, from OMol25.

```
55
Properties=species:S:1:pos:R:3:lowdin_charge:R:1
C -1.403 -0.985 -2.660 -0.04
N -1.754 0.236 -1.944 -0.09
C -3.138 0.481 -1.550 -0.16
C -3.429 0.162 -0.084 -0.15
C -3.130 -1.286 0.299 -0.19
N -2.440 -1.340 1.606 0.01
C -1.921 -2.657 1.838 -0.49
O -2.598 -3.575 2.231 0.11
C -0.522 -2.806 1.421 -0.42
C 0.232 -3.945 1.453 -0.13
N 1.500 -3.823 0.977 0.08
C 1.709 -2.605 0.562 -0.47
C 2.994 -2.164 -0.094 -0.36
O 3.045 -2.564 -1.443 -0.05
C 2.787 -1.395 -2.229 -0.13
C 3.379 -0.300 -1.374 -0.13
O 3.049 -0.757 -0.053 -0.11
S 0.401 -1.516 0.755 1.17
C -0.730 1.100 -1.702 -0.44
O 0.413 0.824 -2.031 0.06
C -1.061 2.449 -1.085 -0.08
C 0.168 3.151 -0.529 -0.13
N 0.753 2.492 0.631 -0.02
C -0.099 2.315 1.799 -0.12
C 0.629 1.608 2.922 -0.19
O 1.883 2.208 3.150 -0.10
C 2.716 1.985 2.031 -0.09
C 2.114 2.427 0.708 -0.41
O 2.850 2.694 -0.225 0.06
H -0.802 -0.744 -3.536 0.09
H -0.816 -1.666 -2.038 0.07
H -2.316 -1.486 -2.974 0.09
H -3.404 1.518 -1.761 0.12
H -3.768 -0.130 -2.197 0.12
H -2.806 0.798 0.546 0.08
H -4.468 0.421 0.135 0.12
H -4.034 -1.902 0.300 0.13
H -2.448 -1.726 -0.430 0.10
H -3.141 -1.186 2.327 0.13
H -0.121 -4.892 1.833 0.13
H 3.837 -2.629 0.426 0.17
H 3.279 -1.528 -3.190 0.13
H 1.715 -1.241 -2.368 0.10
H 4.465 -0.240 -1.483 0.13
H 2.926 0.677 -1.512 0.10
H -1.476 3.075 -1.882 0.14
H -1.845 2.371 -0.333 0.09
H 0.944 3.197 -1.287 0.12
H -0.111 4.176 -0.254 0.13
H -0.459 3.294 2.141 0.14
H -0.969 1.710 1.528 0.10
H 0.052 1.687 3.843 0.13
H 0.759 0.546 2.682 0.09
H 3.626 2.562 2.173 0.14
H 2.980 0.925 1.932 0.13
```

Its energy above the lowest of the compared OMol25 structures with the same formula, charge and spin is 12.47 kcal/mol. The total charge is 0. As for the SMILES: CN(CCCNC(=O)c1cnc(C2OCCO2)s1)C(=O)CCN1CCOCC1=O. The value obtained for the HOMO energy is -9.310 eV. As for the total energy: -1770.163675 a.u. The molar mass comes out at 426.495 g mol⁻¹.

The following is a quantum chemistry calculation of C18H26N5O4SeTl as an isolated structure, from OMol25.

```
55
Properties=species:S:1:pos:R:3:lowdin_charge:R:1
Tl -0.656 -0.264 -0.754 1.03
C 1.466 3.206 0.241 -0.16
O 0.225 2.611 0.128 -0.20
C -0.719 2.985 1.167 -0.13
C -0.683 2.008 2.312 -0.18
O -1.119 0.754 1.830 -0.28
C -1.873 -0.068 2.735 -0.15
C -3.079 -0.641 2.043 -0.20
O -2.653 -1.412 0.934 -0.33
C -3.746 -2.050 0.277 -0.07
H 1.445 4.260 -0.050 0.16
H 1.873 2.302 -1.658 0.17
H 1.930 3.096 1.224 0.15
H -1.698 2.981 0.694 0.14
H -0.510 3.997 1.525 0.14
H -1.329 2.372 3.114 0.14
H 0.332 1.923 2.718 0.14
H -2.218 0.523 3.586 0.14
H -1.232 -0.869 3.108 0.14
H -3.752 0.161 1.716 0.14
H -3.618 -1.275 2.755 0.14
H -4.329 -2.640 0.987 0.10
H -3.332 -2.716 -0.476 0.09
H -4.402 -1.315 -0.199 0.10
Se 4.952 1.411 -0.201 1.16
C 3.456 2.013 -0.516 -0.64
N 2.302 2.477 -0.749 0.07
N 3.569 -2.293 -5.808 0.16
C 2.954 -1.699 -4.763 -0.31
C 2.128 -0.576 -4.933 0.00
C 1.521 -0.019 -3.832 -0.18
N 1.652 -0.469 -2.576 -0.06
C 2.450 -1.537 -2.425 -0.19
C 3.107 -2.173 -3.450 0.00
H 3.437 -1.960 -6.745 0.12
H 4.142 -3.107 -5.679 0.12
H 1.960 -0.158 -5.917 0.12
H 0.872 0.840 -3.970 0.11
H 2.567 -1.906 -1.412 0.10
H 3.729 -3.036 -3.246 0.12
N 1.650 -7.574 0.434 0.19
C 1.300 -6.863 -0.660 -0.49
O 1.304 -7.312 -1.784 0.09
C 0.891 -5.418 -0.442 -0.10
C 0.255 -4.786 -1.502 0.03
C -0.088 -3.456 -1.375 -0.16
N 0.171 -2.734 -0.279 -0.06
C 0.771 -3.346 0.740 -0.12
C 1.145 -4.680 0.705 0.01
H 1.896 -8.541 0.300 0.13
H 1.542 -7.236 1.371 0.10
H 0.055 -5.343 -2.407 0.13
H -0.568 -2.938 -2.201 0.10
H 0.968 -2.746 1.621 0.12
H 1.646 -5.101 1.566 0.12
```

Its energy above the lowest of the compared OMol25 structures with the same formula, charge and spin is 51.44 kcal/mol. The total charge is +2. The value obtained for the HOMO energy is -13.583 eV. As for the total energy: -3849.588444 a.u. The molar mass comes out at 659.780 g mol⁻¹.

The following is a quantum chemistry calculation of one molecule with the formula C18H26N6O in a non-equilibrium geometry, from OMol25.

```
51
Properties=species:S:1:pos:R:3:lowdin_charge:R:1
C -0.300 -0.242 3.451 -0.07
H -0.669 -1.230 3.192 0.07
H 0.777 -0.285 3.580 0.06
C -0.655 0.750 2.350 -0.36
C -0.200 2.161 2.711 -0.06
H -0.427 2.861 1.908 0.07
H -0.704 2.498 3.614 0.08
H 0.872 2.175 2.896 0.07
H -1.744 0.752 2.224 0.14
C -0.080 0.335 0.977 -0.22
C 1.407 0.414 0.933 -0.27
N 2.273 0.198 1.899 0.08
N 3.480 0.374 1.381 -0.03
N 3.412 0.683 0.155 0.04
N 2.121 0.719 -0.184 -0.06
C 1.699 1.072 -1.512 -0.07
C 0.831 2.305 -1.504 -0.23
C 1.203 3.409 -0.746 -0.04
C 0.404 4.537 -0.717 -0.08
C -0.770 4.576 -1.451 -0.09
C -1.139 3.484 -2.218 -0.08
C -0.344 2.351 -2.243 -0.05
H -0.636 1.498 -2.838 0.11
H -2.051 3.510 -2.794 0.10
H -1.395 5.456 -1.426 0.10
H 0.699 5.387 -0.119 0.11
H 2.120 3.384 -0.174 0.12
H 1.172 0.228 -1.970 0.12
H 2.619 1.254 -2.077 0.14
N -0.591 -0.988 0.602 -0.10
C 0.395 -2.049 0.549 -0.18
C -0.308 -3.400 0.462 -0.12
H 0.438 -4.197 0.477 0.11
H -0.957 -3.515 1.331 0.12
C -1.165 -3.469 -0.808 -0.25
C -0.267 -3.474 -2.042 -0.52
O -0.067 -2.525 -2.768 0.06
N 0.323 -4.671 -2.268 0.17
H 0.174 -5.467 -1.675 0.10
H 0.958 -4.761 -3.044 0.11
C -2.138 -2.289 -0.790 -0.12
C -1.408 -0.962 -0.600 -0.18
H -2.147 -0.164 -0.492 0.13
H -0.809 -0.766 -1.501 0.10
H -2.698 -2.250 -1.726 0.12
H -2.840 -2.432 0.033 0.12
H -1.735 -4.405 -0.811 0.14
H 0.996 -2.012 1.460 0.12
H 1.073 -1.948 -0.320 0.13
H -0.446 1.068 0.245 0.13
H -0.757 0.067 4.388 0.08
```

Its energy above the lowest of the compared OMol25 structures with the same formula, charge and spin is 30.32 kcal/mol. The total charge is 0. As for the SMILES: CC(C)[C@@H](c1nnnn1Cc1ccccc1)N1CCC(C(N)=O)CC1. The value obtained for the HOMO energy is -8.510 eV. As for the total energy: -1105.279157 a.u. The molar mass comes out at 342.447 g mol⁻¹.